A cluster of 9 separate species, C32H54O25 in total at a distorted geometry, computed with ωB97M-V/def2-TZVPD.

The SMILES is C[C@H]1COC(=O)O1.C[C@H]1COC(=O)O1.C[C@H]1COC(=O)O1.C[C@H]1COC(=O)O1.C[C@H]1COC(=O)O1.C[C@H]1COC(=O)O1.C[C@H]1COC(=O)O1.OCCO.OCCO. The calculation puts the maximum force at 3.75 eV Å⁻¹. As for the HOMO-LUMO gap: 10.35 eV. For the total energy, the calculation gives -85247.852 eV. The value obtained for the HOMO energy is -10.2 eV.

ORCA input file:
```
! RIJCOSX wB97M-V def2-TZVPD def2/J DEFGRID3
* xyz 0 1
C -0.944 2.022 -2.822
C 0.091 2.435 -3.835
C 0.758 3.723 -3.467
O 2.129 3.555 -3.940
C 2.377 2.214 -4.081
O 3.421 1.701 -4.414
O 1.223 1.569 -3.830
H -0.488 1.805 -1.867
H -1.370 1.048 -3.124
H -1.790 2.688 -2.614
H -0.352 2.466 -4.835
H 0.785 3.887 -2.383
H 0.405 4.668 -3.897
C -3.744 -1.743 -3.346
C -4.647 -0.584 -2.864
C -5.316 -0.898 -1.557
O -5.198 0.286 -0.797
C -4.270 1.083 -1.343
O -3.918 2.167 -0.844
O -3.810 0.527 -2.492
H -2.979 -1.913 -2.578
H -3.260 -1.427 -4.252
H -4.255 -2.679 -3.434
H -5.412 -0.183 -3.544
H -4.758 -1.642 -1.025
H -6.362 -1.229 -1.654
C 1.959 1.022 4.660
C 2.986 1.926 5.294
C 3.013 3.278 4.693
O 3.247 4.173 5.825
C 2.969 3.442 6.930
O 2.975 3.818 8.078
O 2.719 2.115 6.674
H 2.109 1.001 3.592
H 0.950 1.407 4.670
H 1.983 0.044 5.154
H 4.004 1.542 5.245
H 2.006 3.572 4.314
H 3.781 3.472 3.940
C 2.116 1.377 -0.581
C 2.960 0.669 0.459
C 4.185 0.035 -0.052
O 5.129 0.102 1.046
C 4.655 1.049 1.948
O 5.165 1.250 3.021
O 3.501 1.620 1.436
H 2.705 2.153 -1.086
H 1.279 1.828 -0.050
H 1.749 0.714 -1.363
H 2.480 -0.034 1.133
H 4.702 0.480 -0.915
H 4.004 -1.021 -0.295
C -3.009 5.155 0.233
C -1.586 4.631 0.227
C -0.550 5.563 0.819
O 0.389 4.670 1.351
C -0.296 3.542 1.715
O 0.158 2.692 2.473
O -1.494 3.499 1.100
H -3.296 5.473 1.237
H -3.744 4.352 0.013
H -3.047 5.996 -0.473
H -1.225 4.212 -0.731
H -1.030 6.127 1.646
H -0.037 6.188 0.064
C -2.377 -5.517 3.674
C -2.554 -4.594 2.449
C -2.929 -5.328 1.155
O -3.749 -4.331 0.559
C -4.052 -3.334 1.430
O -4.626 -2.375 1.105
O -3.586 -3.635 2.620
H -1.553 -6.175 3.377
H -3.310 -6.109 3.792
H -2.101 -5.072 4.639
H -1.677 -3.994 2.225
H -3.519 -6.224 1.343
H -2.087 -5.589 0.457
C 0.042 -1.347 -4.843
C 1.439 -1.976 -5.076
C 2.534 -1.381 -4.189
O 3.214 -2.577 -3.632
C 2.517 -3.716 -4.041
O 2.845 -4.824 -3.785
O 1.479 -3.336 -4.759
H -0.260 -1.539 -3.810
H -0.731 -1.881 -5.414
H 0.131 -0.284 -5.082
H 1.802 -1.876 -6.105
H 2.068 -0.926 -3.315
H 3.285 -0.728 -4.630
O 2.611 -4.825 1.523
C 2.553 -3.545 2.162
C 1.491 -2.690 1.535
O 1.690 -2.614 0.119
H 3.295 -5.368 1.895
H 2.278 -3.593 3.227
H 3.529 -3.030 2.085
H 1.444 -1.651 1.915
H 0.478 -3.036 1.826
H 1.894 -3.530 -0.184
O -0.251 -0.027 1.600
C -1.494 -0.062 0.970
C -1.665 -1.269 0.066
O -0.862 -1.235 -1.166
H -0.096 0.836 1.977
H -2.173 -0.190 1.822
H -1.757 0.897 0.512
H -2.702 -1.298 -0.268
H -1.397 -2.156 0.658
H 0.007 -1.628 -1.022
*
```

Atomic partial charges in e from the Mulliken method, atoms 1 to 5:
1 C -0.22
2 C 0.51
3 C -0.42
4 O -0.41
5 C 0.51


An isolated molecule of C5H14N2S at a distorted geometry, computed with ωB97M-V/def2-TZVPD.

The SMILES is CNC[C@@H](CS)NC. The calculation puts the maximum force at 1.48 eV Å⁻¹. As for the HOMO-LUMO gap: 9.42 eV. For the total energy, the calculation gives -19226.563 eV. The value obtained for the energy above the lowest of the compared OMol25 structures with the same formula, charge and spin is 16.9 kcal/mol. The value obtained for the HOMO energy is -8.5 eV.

ORCA input file:
```
! RIJCOSX wB97M-V def2-TZVPD def2/J DEFGRID3
* xyz 0 1
C 3.153 -0.303 0.886
N 1.894 -0.247 0.224
C 0.688 -0.245 0.975
C -0.544 -0.331 0.053
C -1.731 -0.138 1.001
S -3.444 -0.504 0.322
N -0.463 0.783 -0.917
C -1.104 0.564 -2.215
H 3.969 -0.275 0.162
H 3.303 0.407 1.723
H 3.308 -1.283 1.362
H 1.817 0.503 -0.453
H 0.627 -1.100 1.667
H 0.525 0.622 1.645
H -0.678 -1.266 -0.486
H -1.782 0.907 1.317
H -1.712 -0.758 1.896
H -3.139 -0.513 -0.986
H -0.882 1.562 -0.438
H -1.587 -0.404 -2.295
H -0.368 0.684 -3.015
H -1.850 1.335 -2.428
*
```

Atomic partial charges in e from the Mulliken method, atoms 1 to 5:
1 C -0.90
2 N -0.25
3 C -1.03
4 C 0.02
5 C -0.82


A structure of composition C38H45BaN3O6P2 at a distorted geometry, computed with ωB97M-V/def2-TZVPD.

The calculation puts the maximum force at 4.77 eV Å⁻¹. As for the HOMO-LUMO gap: 7.11 eV. For the total energy, the calculation gives -76164.514 eV. The value obtained for the energy above the lowest of the compared OMol25 structures with the same formula, charge and spin is 30.3 kcal/mol. The value obtained for the HOMO energy is -7.1 eV.

ORCA input file:
```
! RIJCOSX wB97M-V def2-TZVPD def2/J DEFGRID3
* xyz 0 1
Ba -0.909 -0.836 -0.799
N 0.486 -1.282 -3.229
C -0.150 -0.703 -4.420
C -1.628 -1.077 -4.454
N -2.351 -0.714 -3.230
C -3.291 0.403 -3.312
C -2.733 1.715 -2.770
N -2.438 1.606 -1.333
H 1.494 -1.170 -3.244
H 0.328 -2.289 -3.210
H 0.314 -1.036 -5.355
H -0.042 0.385 -4.373
H -1.711 -2.160 -4.587
H -2.096 -0.616 -5.331
H -2.821 -1.534 -2.861
H -4.185 0.148 -2.734
H -3.619 0.568 -4.345
H -3.449 2.515 -2.993
H -1.804 1.958 -3.295
H -3.300 1.449 -0.819
H -2.074 2.482 -0.974
O -0.714 -6.890 -2.259
C -0.719 -5.711 -2.043
C 0.446 -4.843 -1.558
O 1.624 -5.104 -1.633
C -0.168 -3.590 -1.052
C -1.558 -3.601 -1.299
O -2.397 -2.648 -0.953
C -1.900 -4.741 -2.160
O -2.879 -4.875 -2.863
O 0.489 -2.603 -0.558
C 2.181 1.419 3.014
C 1.633 -0.005 3.150
P 1.244 -0.884 1.554
C 1.222 -2.596 2.227
C 0.266 -2.867 3.204
C 0.107 -4.151 3.709
C 0.894 -5.187 3.230
C 1.835 -4.931 2.241
C 1.997 -3.646 1.743
C 2.870 -0.709 0.728
C 4.072 -1.128 1.297
C 5.279 -0.894 0.657
C 5.303 -0.223 -0.561
C 4.118 0.210 -1.134
C 2.911 -0.039 -0.491
C 1.146 2.467 2.598
P 0.502 2.399 0.862
C -1.018 3.392 1.130
C -1.165 4.745 0.841
C -2.370 5.394 1.091
C -3.436 4.700 1.642
C -3.299 3.349 1.941
C -2.104 2.700 1.677
C 1.597 3.510 -0.074
C 1.214 3.895 -1.362
C 2.058 4.650 -2.159
C 3.317 5.011 -1.691
C 3.718 4.614 -0.427
C 2.862 3.870 0.378
H 3.036 1.428 2.333
H 2.573 1.718 3.990
H 0.709 0.021 3.737
H 2.340 -0.620 3.708
H -0.383 -2.077 3.570
H -0.643 -4.342 4.467
H 0.765 -6.192 3.609
H 2.431 -5.736 1.833
H 2.693 -3.479 0.932
H 4.062 -1.647 2.249
H 6.202 -1.236 1.108
H 6.246 -0.039 -1.058
H 4.128 0.745 -2.075
H 1.994 0.318 -0.947
H 1.521 3.479 2.777
H 0.257 2.359 3.225
H -0.337 5.301 0.419
H -2.469 6.446 0.859
H -4.370 5.209 1.840
H -4.128 2.802 2.372
H -2.017 1.636 1.883
H 0.243 3.604 -1.749
H 1.736 4.950 -3.148
H 3.982 5.594 -2.315
H 4.700 4.879 -0.057
H 3.197 3.565 1.361
C -3.934 -1.856 2.828
C -3.946 -0.975 1.602
O -2.637 -0.856 1.029
H -4.934 -1.931 3.258
H -3.261 -1.453 3.586
H -3.600 -2.864 2.576
H -4.256 0.044 1.844
H -4.627 -1.363 0.840
H -2.475 -1.701 0.546
*
```

Atomic partial charges in e from the Mulliken method, atoms 1 to 5:
1 Ba 1.36
2 N 0.11
3 C -0.57
4 C -1.03
5 N 0.39


A cluster of 2 separate species, C3H6Cl4O2 in total, computed with ωB97M-V/def2-TZVPD.

The SMILES is ClC(Cl)(Cl)Cl.OCCO. The calculation puts the maximum force at 0.95 eV Å⁻¹. As for the HOMO-LUMO gap: 10.29 eV. For the total energy, the calculation gives -57391.969 eV. The value obtained for the HOMO energy is -10.1 eV.

ORCA input file:
```
! RIJCOSX wB97M-V def2-TZVPD def2/J DEFGRID3
* xyz 0 1
Cl 1.338 -1.096 1.920
C 2.422 -2.068 2.928
Cl 3.129 -1.041 4.162
Cl 1.491 -3.394 3.675
Cl 3.709 -2.786 1.949
O 0.102 0.654 -0.737
C -0.717 0.550 -1.890
C -1.761 1.662 -1.808
O -2.729 1.351 -0.814
H 0.267 -0.218 -0.370
H -0.093 0.715 -2.771
H -1.270 -0.387 -1.934
H -2.264 1.779 -2.766
H -1.237 2.589 -1.563
H -2.388 1.689 0.019
*
```

Atomic partial charges in e from the Mulliken method, atoms 1 to 5:
1 Cl -0.09
2 C 0.36
3 Cl -0.09
4 Cl -0.10
5 Cl -0.10